Record 1
C39H74F9N11O11S2 | the ωB97M-V functional and the def2-TZVPD basis

Calculated values
- largest force on an atom (Eh/bohr) = 0.1038
- total charge = +4
- frontier orbital gap (Ha) = 0.20119

Element x y z (Å)
C (-6.9437, 4.1062, -11.2268)
O (-8.0892, 4.9030, -11.5457)
O (-5.8210, 4.7580, -11.6410)
C (-6.9775, 3.5942, -9.7568)
F (-6.1898, 2.5660, -9.5033)
F (-6.4889, 4.5094, -8.8943)
F (-8.2039, 3.2196, -9.3163)
C (-9.4398, 4.3148, -11.8531)
C (-10.3401, 5.4097, -12.2953)
H (-11.3660, 5.0890, -12.4764)
H (-10.3292, 6.0164, -11.3898)
H (-9.9575, 5.9387, -13.1681)
H (-9.8697, 3.6229, -11.1288)
H (-9.2731, 3.7549, -12.7733)
H (-7.0379, 3.2120, -11.8430)
C (-7.0945, 6.8681, -14.5232)
C (-6.3831, 5.7962, -15.3035)
O (-6.7676, 5.4473, -16.3905)
N (-5.0924, 5.3086, -14.6579)
H (-5.3022, 5.1303, -13.6862)
H (-4.8858, 4.4212, -15.0936)
C (-3.9164, 6.2559, -14.7261)
H (-6.9931, 6.8805, -13.4380)
H (-8.1647, 6.7201, -14.6671)
H (-6.9326, 7.8576, -14.9508)
H (-3.0952, 5.8063, -15.2843)
H (-3.6421, 6.5339, -13.7085)
H (-4.1594, 7.1816, -15.2477)
C (-10.2915, 9.3735, -11.9914)
C (-9.6318, 10.6701, -12.2694)
O (-9.2777, 11.4885, -11.4129)
N (-9.3834, 10.7758, -13.7821)
H (-9.8294, 9.9700, -14.1966)
H (-9.9049, 11.5190, -14.2247)
C (-7.9472, 11.1260, -13.9792)
H (-10.0320, 8.9440, -11.0237)
H (-9.9505, 8.5967, -12.6758)
H (-11.3767, 9.4720, -12.0158)
H (-7.9852, 12.1966, -13.7782)
H (-7.6320, 10.9049, -14.9990)
H (-7.2190, 10.6935, -13.2930)
C (-7.1580, 8.4564, -8.9086)
C (-6.6569, 8.5288, -10.3068)
O (-7.1234, 9.2076, -11.2310)
N (-5.4763, 7.6810, -10.6826)
H (-4.9038, 7.3724, -9.9098)
H (-5.8043, 6.8456, -11.1458)
C (-4.6162, 8.4766, -11.6639)
H (-8.0546, 9.0707, -8.8261)
H (-6.5082, 9.0175, -8.2371)
H (-7.3059, 7.4032, -8.6698)
H (-5.2283, 8.8139, -12.5004)
H (-3.7884, 7.8590, -12.0122)
H (-4.4100, 9.4226, -11.1633)
C (-7.9761, -0.3934, -14.6565)
C (-7.0087, 0.3478, -13.7003)
N (-7.4102, 0.1497, -12.3600)
C (-8.7170, 0.4246, -11.9039)
C (-8.7738, 0.2086, -10.5356)
N (-7.5448, -0.3045, -10.1687)
C (-6.7608, -0.4576, -11.2719)
C (-7.1049, -0.5288, -8.8236)
H (-7.6869, -0.0752, -15.6581)
H (-9.0216, -0.0925, -14.7229)
H (-7.9788, -1.4833, -14.6497)
H (-7.0406, 1.3980, -13.9902)
H (-5.9632, 0.0799, -13.8525)
H (-9.3956, 1.0205, -12.4961)
H (-9.5532, 0.4744, -9.8368)
H (-5.7204, -0.7475, -11.2786)
H (-6.5019, 0.3334, -8.5388)
H (-6.3299, -1.2927, -8.7607)
H (-7.9768, -0.7151, -8.1966)
C (-2.9984, -0.6174, -13.4712)
C (-1.6715, 0.0485, -13.0762)
N (-2.0276, 1.1700, -12.2129)
C (-2.4454, 2.4976, -12.4997)
C (-2.8086, 3.0754, -11.2686)
N (-2.4731, 2.1718, -10.2515)
C (-1.9776, 1.0078, -10.8713)
C (-2.7846, 2.3648, -8.8566)
H (-3.6532, 0.1937, -13.7899)
H (-3.6410, -0.9751, -12.6668)
H (-2.7936, -1.3126, -14.2854)
H (-1.1851, 0.5194, -13.9305)
H (-0.9370, -0.5655, -12.5551)
H (-2.5422, 2.8413, -13.5189)
H (-3.2830, 3.9850, -10.9310)
H (-1.7373, 0.1067, -10.3268)
H (-2.0726, 1.8047, -8.2505)
H (-3.8162, 2.1160, -8.6079)
H (-2.7117, 3.4442, -8.7232)
C (-10.8992, 3.0298, -16.3372)
C (-11.9501, 4.0928, -15.9114)
N (-13.2653, 3.6504, -16.2964)
C (-14.1232, 4.5246, -16.9821)
C (-15.2828, 3.7900, -17.0176)
N (-15.0710, 2.4470, -16.5702)
C (-13.8566, 2.4001, -15.9492)
C (-16.1333, 1.4324, -16.4778)
H (-10.8867, 2.7022, -17.3767)
H (-11.1129, 2.0423, -15.9283)
H (-9.9029, 3.3735, -16.0588)
H (-11.8957, 5.0432, -16.4423)
H (-11.8575, 4.3040, -14.8460)
H (-13.8291, 5.5093, -17.3140)
H (-16.2734, 3.9434, -17.4197)
H (-13.3833, 1.6075, -15.3888)
H (-15.6886, 0.6497, -15.8631)
H (-16.2448, 1.0050, -17.4743)
H (-17.0866, 1.7833, -16.0827)
C (-5.2570, 3.1837, -6.0016)
C (-4.5912, 4.4199, -5.3420)
N (-3.2384, 4.1009, -5.0492)
C (-2.1753, 4.9054, -5.4227)
C (-1.0487, 4.2342, -4.8684)
N (-1.5011, 3.0872, -4.2228)
C (-2.8318, 2.9827, -4.2703)
C (-0.5580, 2.2049, -3.6644)
H (-6.2895, 3.5050, -6.1386)
H (-5.2939, 2.2191, -5.4954)
H (-4.9147, 3.0884, -7.0320)
H (-5.0842, 4.6746, -4.4039)
H (-4.6054, 5.3023, -5.9818)
H (-2.2727, 5.8342, -5.9650)
H (0.0241, 4.2895, -4.9796)
H (-3.5178, 2.2553, -3.8621)
H (0.4455, 2.6248, -3.7331)
H (-0.5634, 1.2806, -4.2420)
H (-0.8329, 1.9044, -2.6533)
C (-14.1241, 0.9519, -11.5268)
F (-14.5404, 1.7469, -10.5274)
F (-14.0540, -0.2527, -11.0279)
F (-14.9150, 1.1858, -12.5241)
S (-12.4302, 1.5206, -12.1722)
O (-11.5288, 1.2638, -11.0864)
O (-12.1457, 0.6660, -13.2885)
O (-12.5763, 2.8963, -12.5154)
C (-11.2531, 9.2059, -7.5432)
F (-10.3519, 9.1280, -6.5107)
F (-12.4023, 9.5677, -7.1544)
F (-10.8373, 10.2342, -8.3926)
S (-11.3555, 7.5934, -8.6251)
O (-12.0835, 7.9743, -9.8367)
O (-10.0201, 7.1267, -8.9194)
O (-12.1092, 6.7022, -7.7877)

Löwdin population analysis, charges in e, atoms 1 to 6:
1 C -0.4705
2 O -0.1112
3 O -0.2383
4 C -0.5467
5 F 0.1170
6 F 0.1075

Record 2
C39H75F7O45P6 | the ωB97M-V functional and the def2-TZVPD basis

Calculated values
- largest force on an atom (Eh/bohr) = 0.1320
- 2S+1 = 2
- total charge = +1
- frontier orbital gap (spin up / spin down) (Ha) = 0.34569 / 0.07977

Element x y z (Å)
C (-3.4439, 3.5162, 4.8990)
C (-4.1654, 2.8177, 3.7100)
O (-5.0711, 3.7325, 3.3494)
C (-5.4009, 4.4697, 4.4490)
O (-6.4348, 5.1514, 4.6463)
O (-4.5744, 4.2564, 5.3982)
F (-4.7926, 1.6805, 4.1822)
H (-2.5584, 4.0740, 4.5944)
H (-3.1601, 2.7026, 5.5665)
H (-3.4856, 2.5255, 2.9096)
C (0.5886, 1.2340, 0.3047)
C (-0.1386, 1.2029, -1.0311)
O (-1.3153, 0.6716, -0.6255)
C (-1.4754, 0.7956, 0.7646)
O (-2.5375, 0.4997, 1.2990)
O (-0.4020, 1.1690, 1.3150)
F (0.4591, 0.3958, -1.9858)
H (1.1487, 2.1668, 0.2396)
H (1.2522, 0.3698, 0.3349)
H (-0.1865, 2.1729, -1.5260)
C (1.1887, 6.4984, 1.8177)
C (1.4823, 5.3780, 0.8857)
O (0.3038, 4.6313, 0.8268)
C (-0.3787, 4.9030, 1.8714)
O (-1.4238, 4.3072, 2.1845)
O (0.1505, 5.9678, 2.5534)
F (2.5081, 4.6506, 1.2419)
H (0.9032, 7.4155, 1.3024)
H (2.0304, 6.7824, 2.4493)
H (1.6346, 5.6463, -0.1597)
C (-5.3408, 1.9419, 0.5343)
C (-5.0315, 1.0776, -0.7299)
O (-6.3759, 1.0161, -1.2908)
C (-7.3051, 1.4699, -0.4056)
O (-8.5072, 1.4322, -0.6234)
O (-6.7072, 1.8745, 0.7453)
F (-4.5744, -0.1342, -0.4926)
H (-5.0030, 2.9272, 0.2133)
H (-4.8313, 1.7140, 1.4705)
H (-4.2745, 1.5157, -1.3804)
C (-2.4711, 2.9591, -4.3027)
C (-2.4833, 2.8487, -5.8295)
O (-2.3249, 1.4643, -6.0448)
C (-1.8023, 0.9033, -4.9690)
O (-1.3396, -0.2322, -4.8722)
O (-1.7846, 1.7537, -4.0007)
F (-1.5216, 3.5894, -6.3825)
H (-3.4253, 3.0971, -3.7941)
H (-1.8710, 3.7989, -3.9527)
H (-3.4255, 3.0206, -6.3499)
C (2.5796, 4.7582, -3.6864)
C (1.6794, 4.8342, -2.4801)
O (2.2351, 3.8956, -1.6438)
C (3.0274, 3.0472, -2.3297)
O (3.4965, 2.0099, -1.9281)
O (3.0858, 3.4583, -3.5430)
F (0.4804, 4.2588, -2.7720)
H (3.2829, 5.5528, -3.4371)
H (2.0516, 5.0012, -4.6084)
H (1.4581, 5.8237, -2.0801)
C (-0.4123, -0.3751, 5.8588)
C (-0.5075, -0.5847, 4.4019)
O (-1.2432, -1.8085, 4.2965)
C (-1.2682, -2.4372, 5.4797)
O (-1.6256, -3.5719, 5.6592)
O (-0.7870, -1.5996, 6.4611)
F (0.6348, -0.9362, 3.8885)
H (-0.9742, 0.5003, 6.1843)
H (0.6086, -0.1692, 6.1805)
H (-0.7469, 0.3538, 3.9020)
C (-3.5316, -6.5054, 2.1151)
O (-3.6181, -5.1338, 2.0010)
P (-5.1524, -4.5140, 1.8450)
O (-6.0539, -4.9039, 2.9293)
O (-4.9327, -2.8590, 1.6016)
C (-4.2726, -2.0969, 2.6202)
O (-5.5748, -5.0487, 0.3900)
C (-4.7887, -4.7595, -0.7093)
H (-3.3635, -6.8230, 1.0861)
H (-4.3982, -7.0246, 2.5245)
H (-2.7001, -6.8159, 2.7477)
H (-4.8781, -1.2482, 2.9381)
H (-3.2899, -1.6715, 2.4167)
H (-4.0487, -2.7647, 3.4521)
H (-4.3170, -5.6372, -1.1513)
H (-4.0453, -4.0092, -0.4401)
H (-5.4605, -4.3709, -1.4746)
C (2.1322, 0.2795, -4.8063)
O (2.8581, 0.3708, -6.0158)
P (4.2818, -0.4463, -6.2103)
O (5.0216, -0.3165, -7.4654)
O (5.1692, -0.2247, -4.9336)
C (5.9253, 0.9524, -4.7853)
O (3.8450, -2.0172, -5.9649)
C (4.7411, -2.9574, -5.3981)
H (1.7989, 1.2719, -4.5026)
H (2.6872, -0.1779, -3.9874)
H (1.2576, -0.3168, -5.0663)
H (6.9557, 0.7706, -5.0907)
H (5.8967, 1.1840, -3.7206)
H (5.5876, 1.8491, -5.3050)
H (4.1847, -3.8530, -5.1216)
H (5.2046, -2.5481, -4.5005)
H (5.5228, -3.1931, -6.1202)
C (3.2293, 2.3050, 7.3678)
O (1.8947, 2.2946, 6.9061)
P (1.3876, 2.7770, 5.4504)
O (-0.0944, 2.7607, 5.2887)
O (2.1863, 4.2212, 5.2445)
C (1.5868, 5.4590, 5.7744)
O (2.2102, 1.7579, 4.5168)
C (2.3552, 1.9009, 3.1371)
H (3.3601, 2.8641, 8.2943)
H (3.9869, 2.6091, 6.6456)
H (3.4293, 1.2765, 7.6685)
H (1.9254, 5.5853, 6.8028)
H (0.5306, 5.6489, 5.5838)
H (2.0158, 6.2450, 5.1530)
H (2.0610, 0.9257, 2.7491)
H (3.4233, 1.8762, 2.9208)
H (1.7430, 2.6941, 2.7081)
C (6.0782, -3.1525, 2.5463)
O (6.4781, -2.0786, 1.6245)
P (5.4588, -0.9746, 1.0159)
O (4.3458, -0.6630, 1.9425)
O (4.8286, -1.7666, -0.2752)
C (4.3340, -1.1024, -1.4788)
O (6.4003, 0.2219, 0.3249)
C (7.1300, 1.1243, 1.1400)
H (4.9923, -3.2190, 2.6145)
H (6.5382, -3.0016, 3.5228)
H (6.4922, -4.0580, 2.1028)
H (4.9727, -0.2240, -1.5708)
H (3.2964, -0.7690, -1.5015)
H (4.5668, -1.6651, -2.3828)
H (6.7025, 1.2470, 2.1351)
H (7.0832, 2.1604, 0.8047)
H (8.1842, 0.8481, 1.1642)
C (-5.9859, -1.6347, -3.7043)
O (-4.9253, -2.0646, -4.4895)
P (-4.1695, -3.4249, -4.1535)
O (-5.0146, -4.6332, -4.2184)
O (-3.4778, -3.1719, -2.6967)
C (-2.5389, -2.0605, -2.5174)
O (-2.8638, -3.5000, -5.1722)
C (-2.1185, -4.6515, -5.4384)
H (-6.0633, -0.5551, -3.5762)
H (-5.7147, -1.9064, -2.6842)
H (-6.9768, -1.9789, -4.0007)
H (-2.8415, -1.2360, -3.1630)
H (-1.4696, -2.2103, -2.6664)
H (-2.6731, -1.7344, -1.4860)
H (-1.0797, -4.5586, -5.1215)
H (-1.9324, -4.6932, -6.5116)
H (-2.6437, -5.5127, -5.0253)
C (4.3004, -5.2330, -0.8469)
O (2.9928, -5.5160, -0.9602)
P (1.7501, -4.4335, -0.7632)
O (1.6622, -3.4202, -1.8734)
O (0.4649, -5.4806, -0.6053)
C (-0.8493, -5.1158, -0.6408)
O (2.1064, -3.8677, 0.7550)
C (1.6475, -2.6036, 1.1314)
H (4.5956, -4.1883, -0.7486)
H (4.9160, -5.6572, -1.6401)
H (4.7459, -5.6542, 0.0543)
H (-0.9469, -4.0302, -0.6409)
H (-1.4054, -5.4736, 0.2257)
H (-1.3285, -5.4726, -1.5525)
H (1.7388, -1.9133, 0.2928)
H (2.3319, -2.3215, 1.9314)
H (0.6492, -2.4947, 1.5551)

Löwdin population analysis, charges in e, atoms 1 to 6:
1 C -0.0076
2 C -0.3579
3 O 0.1428
4 C -0.5279
5 O 0.1218
6 O 0.1233

Q: Which of these has the highest largest force on an atom?
A: C39H75F7O45P6